Arrangement P

11 unconnected molecules or ions with the total composition C8H32O10, computed with wB97M-V/def2-TZVPD.

Cartesian coordinates (Å):
1 C 2.900 1.150 -0.370
2 C 2.163 0.433 -1.457
3 C 0.660 0.479 -1.205
4 C -0.106 1.557 -1.288
5 C 0.051 -1.947 -0.946
6 C 0.100 -0.690 -0.555
7 C -1.900 -3.301 -0.488
8 C -0.667 -2.905 -0.128
9 H 2.126 1.472 0.443
10 H 3.358 2.065 -0.788
11 H 3.670 0.500 0.026
12 H 2.363 0.960 -2.432
13 H 2.547 -0.578 -1.618
14 H -1.166 1.572 -0.958
15 H 0.200 2.500 -1.737
16 H 0.303 -2.283 -1.956
17 H -0.165 -0.375 0.410
18 H -2.665 -3.773 0.097
19 H -2.309 -2.772 -1.386
20 H -0.259 -3.177 0.854
21 H 1.917 1.238 2.821
22 H 1.455 2.391 3.678
23 O 1.195 1.785 2.996
24 H 1.041 -1.574 -3.759
25 H 2.196 -0.665 -4.170
26 O 1.937 -1.630 -4.006
27 H 3.025 -1.533 2.663
28 H 1.900 -1.874 1.649
29 O 2.385 -1.093 2.039
30 H -0.709 1.592 1.347
31 H -0.959 2.864 0.768
32 O -1.342 2.244 1.282
33 H -2.903 -0.039 -0.725
34 H -3.704 -0.163 -2.045
35 O -2.784 -0.329 -1.667
36 H 1.555 3.619 0.147
37 H 0.574 3.523 1.389
38 O 0.633 3.814 0.431
39 H -2.928 -0.088 1.428
40 H -2.776 1.238 0.945
41 O -3.293 0.473 0.782
42 H -1.476 -0.152 -3.025
43 H -1.506 -0.420 -4.512
44 O -1.017 -0.594 -3.751
45 H 1.013 -0.776 3.001
46 H -0.141 0.082 3.488
47 O 0.159 -0.763 3.524
48 H -1.605 -0.944 3.195
49 H -2.745 -1.912 2.926
50 O -2.302 -1.201 2.638

As for the SMILES: C=C/C=C/C(=C)CC.O.O.O.O.O.O.O.O.O.O. As for the highest occupied orbital energy: -0.3103 hartree. Its charge is 0. The gap between HOMO and LUMO is 8.259 eV.

Arrangement Q

11 unconnected molecules or ions with the total composition C8H32O10, computed with wB97M-V/def2-TZVPD.

Cartesian coordinates (Å):
1 C -0.460 -3.635 2.493
2 C -0.367 -2.136 2.648
3 C -1.149 -1.409 3.423
4 C 1.864 -1.318 2.458
5 C 0.730 -1.613 1.833
6 C 0.483 -1.444 0.378
7 C 3.298 0.419 1.215
8 C 3.063 -0.620 2.029
9 H 0.261 -3.979 1.745
10 H -0.263 -4.061 3.498
11 H -1.516 -3.926 2.285
12 H -1.078 -0.311 3.365
13 H -1.857 -1.892 4.108
14 H 2.000 -1.633 3.497
15 H -0.152 -2.249 0.001
16 H 1.283 -1.546 -0.365
17 H -0.057 -0.492 0.263
18 H 2.504 1.110 0.925
19 H 4.324 0.747 1.140
20 H 4.012 -1.151 2.265
21 H 0.918 2.962 0.113
22 H 1.597 3.585 -1.196
23 O 1.012 2.890 -0.882
24 H 3.638 1.854 -1.788
25 H 2.096 1.438 -1.194
26 O 2.948 1.213 -1.609
27 H -5.444 0.081 -1.227
28 H -4.777 -0.626 0.096
29 O -4.813 -0.534 -0.854
30 H -1.644 2.073 -1.761
31 H -0.814 3.150 -0.912
32 O -1.695 2.898 -1.242
33 H -2.398 -0.064 -2.627
34 H -2.068 0.912 -3.667
35 O -1.779 0.705 -2.768
36 H 0.273 3.795 1.939
37 H -0.074 2.358 1.707
38 O 0.695 2.947 1.747
39 H 1.514 0.768 -3.172
40 H 1.174 -0.383 -4.021
41 O 1.745 0.397 -4.037
42 H -3.911 -1.530 -2.219
43 H -3.630 -1.574 -3.702
44 O -3.170 -1.542 -2.850
45 H -2.849 2.529 2.166
46 H -2.490 2.970 0.831
47 O -2.199 3.118 1.758
48 H 3.208 -1.237 -3.143
49 H 2.703 -1.907 -1.983
50 O 3.311 -2.108 -2.709

As for the SMILES: C=C/C=C(\C)C(=C)C.O.O.O.O.O.O.O.O.O.O. As for the highest occupied orbital energy: -0.3112 hartree. Its charge is 0. The gap between HOMO and LUMO is 8.283 eV.

Arrangement R

11 unconnected molecules or ions with the total composition C8H32O10, computed with wB97M-V/def2-TZVPD.

Cartesian coordinates (Å):
1 C 0.738 3.025 0.995
2 C -0.570 2.458 0.463
3 C -1.413 3.020 -0.341
4 C -0.804 1.039 0.980
5 C 0.057 0.129 0.141
6 C 0.222 -1.205 0.242
7 C 1.193 -2.002 -0.476
8 C 0.786 -3.009 -1.278
9 H 0.262 3.864 1.547
10 H 1.619 2.473 1.226
11 H 1.222 3.427 0.121
12 H -2.399 2.695 -0.605
13 H -1.289 4.087 -0.554
14 H -0.372 0.814 2.014
15 H -1.854 0.670 0.839
16 H 0.568 0.559 -0.706
17 H -0.480 -1.749 0.889
18 H 2.207 -1.631 -0.546
19 H -0.314 -3.069 -1.568
20 H 1.537 -3.589 -1.766
21 H 2.736 3.508 -1.468
22 H 1.564 4.416 -1.850
23 O 1.787 3.475 -1.786
24 H -3.182 1.416 1.261
25 H -4.209 0.498 1.681
26 O -4.132 1.456 1.491
27 H 1.728 -3.273 2.884
28 H 1.909 -1.715 2.380
29 O 1.340 -2.404 2.767
30 H 3.788 0.607 -1.084
31 H 2.511 -0.296 -1.643
32 O 3.049 0.506 -1.781
33 H 1.350 -1.651 -4.349
34 H 0.356 -1.073 -3.400
35 O 0.770 -1.965 -3.654
36 H 1.273 1.843 -4.135
37 H 1.796 1.242 -2.884
38 O 1.133 1.088 -3.561
39 H -2.405 -1.528 3.524
40 H -1.682 -0.648 2.362
41 O -2.464 -1.065 2.692
42 H -0.937 -0.695 -2.872
43 H -1.958 0.278 -3.535
44 O -1.798 -0.296 -2.776
45 H -2.191 -3.584 0.885
46 H -1.235 -3.328 2.047
47 O -1.596 -4.044 1.505
48 H 0.206 -2.242 4.155
49 H 0.008 -0.938 5.026
50 O -0.432 -1.594 4.502

As for the SMILES: C=C/C=C/CC(=C)C.O.O.O.O.O.O.O.O.O.O. As for the highest occupied orbital energy: -0.3154 hartree. Its charge is 0. The gap between HOMO and LUMO is 8.395 eV.

So which one is most stable? That would be arrangement Q, about 91.0 kJ/mol below the next structure.

Arrangement P

A molecular structure, CsH4O2, computed with wB97M-V/def2-TZVPD.

Cartesian coordinates (Å):
1 Cs 0.715 -0.154 -0.671
2 O 1.655 -0.654 2.023
3 H 1.083 -0.666 2.790
4 H 2.535 -0.539 2.382
5 O -1.624 0.770 -2.109
6 H -2.300 0.571 -1.461
7 H -2.065 0.672 -2.953

As for the highest occupied orbital energy: -0.5915 hartree. Its charge is +1. The gap between HOMO and LUMO is 12.534 eV.

Arrangement Q

A molecular structure, CsH4O2, computed with wB97M-V/def2-TZVPD.

Cartesian coordinates (Å):
1 Cs -0.308 1.026 1.699
2 O -1.776 0.028 -0.689
3 H -2.493 0.641 -0.801
4 H -2.010 -0.739 -1.193
5 O 1.925 -0.517 0.540
6 H 2.661 0.059 0.863
7 H 2.001 -0.497 -0.419

As for the highest occupied orbital energy: -0.5888 hartree. Its charge is +1. The gap between HOMO and LUMO is 12.392 eV.

So which one is most stable? That would be arrangement P, about 9.6 kJ/mol below the next structure.

Arrangement P

C3H10IPSi in the gas phase, computed with wB97M-V/def2-TZVPD.

Cartesian coordinates (Å):
1 C 0.433 -0.065 -1.876
2 C -0.281 1.509 0.719
3 C 1.530 -1.035 0.852
4 Si 0.023 -0.217 -0.024
5 P -1.813 -1.602 0.478
6 I -3.450 -0.084 -0.657
7 H 0.147 0.914 -2.249
8 H 1.435 -0.295 -2.160
9 H -0.236 -0.811 -2.464
10 H -1.289 1.815 1.051
11 H 0.522 1.630 1.453
12 H -0.017 2.187 -0.088
13 H 2.228 -1.404 0.162
14 H 1.888 -0.238 1.453
15 H 0.946 -1.680 1.546
16 H -2.067 -0.624 1.805

As for the SMILES: C[Si](C)(C)PI. As for the highest occupied orbital energy: -0.3259 hartree. Its charge is 0. The gap between HOMO and LUMO is 8.690 eV.

Arrangement Q

2 unconnected molecules or ions with the total composition C3H10IPSi, computed with wB97M-V/def2-TZVPD.

Cartesian coordinates (Å):
1 C -0.305 0.456 1.847
2 C 0.900 0.633 -0.931
3 C -1.566 -1.303 -0.391
4 Si 0.005 -0.507 0.280
5 P 1.711 -1.804 1.083
6 I 4.505 0.125 -0.843
7 H -1.235 0.141 2.362
8 H 0.429 0.229 2.619
9 H -0.375 1.596 1.788
10 H 1.781 0.995 -0.488
11 H 1.145 0.253 -1.946
12 H 0.133 1.397 -1.124
13 H -1.472 -1.046 -1.428
14 H -1.683 -2.292 -0.190
15 H -2.466 -0.921 0.112
16 H 1.597 -2.742 0.085

As for the highest occupied orbital energy (alpha / beta): -0.3432 / -0.3231 hartree. Its charge is 0. The gap between HOMO and LUMO (alpha / beta) is 7.786 / 5.841 eV.

So which one is most stable? That would be arrangement P, about 171.4 kJ/mol below the next structure.

Arrangement P

2 unconnected molecules or ions with the total composition CH3O3, computed with wB97M-V/def2-TZVPD.

Cartesian coordinates (Å):
1 O -0.643 0.431 -0.676
2 C -0.330 1.416 -0.011
3 O 0.732 1.713 0.716
4 H -1.288 1.903 0.257
5 H 0.262 -1.353 -0.730
6 H 0.635 -1.936 0.693
7 O 0.633 -2.173 -0.249

As for the highest occupied orbital energy: -0.1498 hartree. Its charge is -1. The gap between HOMO and LUMO is 8.631 eV.

Arrangement Q

2 unconnected molecules or ions with the total composition CH3O3, computed with wB97M-V/def2-TZVPD.

Cartesian coordinates (Å):
1 O 1.719 -3.562 -1.141
2 H 1.760 -3.995 -0.258
3 H 1.417 -2.645 -0.954
4 O 1.547 -1.357 -0.655
5 O 0.000 0.000 0.000
6 C 0.388 -1.037 -0.536
7 H -0.364 -1.808 -0.830

As for the highest occupied orbital energy: -0.1590 hartree. Its charge is -1. The gap between HOMO and LUMO is 8.848 eV.

Arrangement R

2 unconnected molecules or ions with the total composition CH3O3, computed with wB97M-V/def2-TZVPD.

Cartesian coordinates (Å):
1 O -0.842 -0.239 -2.038
2 H -1.390 -1.052 -1.954
3 H -0.429 -0.126 -1.152
4 O -0.066 -0.549 1.811
5 O 0.687 0.610 0.085
6 C 0.657 0.367 1.336
7 H 1.382 0.990 1.914

As for the highest occupied orbital energy: -0.1534 hartree. Its charge is -1. The gap between HOMO and LUMO is 8.626 eV.

Arrangement S

2 unconnected molecules or ions with the total composition CH3O3, computed with wB97M-V/def2-TZVPD.

Cartesian coordinates (Å):
1 O 4.507 2.859 -4.179
2 H 3.686 2.509 -3.766
3 H 4.417 3.837 -4.121
4 O -0.479 -1.584 1.513
5 O 0.000 0.000 0.000
6 C 0.299 -0.859 0.832
7 H 1.397 -0.980 1.000

As for the highest occupied orbital energy: -0.1371 hartree. Its charge is -1. The gap between HOMO and LUMO is 6.687 eV.

So which one is most stable? That would be arrangement R, about 37.9 kJ/mol below the next structure.

Arrangement P

C4H7NOS2 in the gas phase, computed with wB97M-V/def2-TZVPD.

Cartesian coordinates (Å):
1 C 2.052 -0.917 -0.860
2 C 0.428 0.484 0.272
3 C -1.851 0.608 -0.421
4 C -0.978 0.392 0.840
5 H 1.949 -0.670 -1.918
6 H 2.824 -0.287 -0.394
7 H 2.368 -1.971 -0.752
8 H 1.217 0.887 0.942
9 H -2.832 0.219 -0.404
10 H -1.210 1.189 1.575
11 H -2.389 -0.886 2.251
12 N -1.393 1.309 -1.415
13 O 0.798 -0.795 -0.163
14 S 0.259 1.668 -1.156
15 S -1.243 -1.230 1.603

As for the SMILES: CO[C@H]1SN=C[C@H]1S. As for the highest occupied orbital energy: -0.3234 hartree. Its charge is 0. The gap between HOMO and LUMO is 9.400 eV.

Arrangement Q

C4H7NOS2 in the gas phase, computed with wB97M-V/def2-TZVPD.

Cartesian coordinates (Å):
1 C -1.199 -0.508 -2.781
2 C -0.622 -0.868 -1.356
3 C -0.063 0.622 0.890
4 C 1.470 0.118 3.078
5 N -1.046 0.802 -2.855
6 O -1.609 -1.336 -3.585
7 S -0.651 0.836 -0.754
8 S 0.849 -0.603 1.508
9 H -1.175 -1.519 -0.680
10 H 0.410 -1.150 -1.439
11 H -0.148 1.644 1.467
12 H 0.745 0.366 3.810
13 H 2.111 1.107 2.952
14 H 2.074 -0.647 3.646
15 H -1.145 1.136 -3.902

As for the highest occupied orbital energy (alpha / beta): -0.3024 / -0.3024 hartree. Its charge is 0. The gap between HOMO and LUMO (alpha / beta) is 7.023 / 7.022 eV.

So which one is most stable? That would be arrangement P, about 182.9 kJ/mol below the next structure.

Arrangement P

C4H7NOS2 in the gas phase, computed with wB97M-V/def2-TZVPD.

Cartesian coordinates (Å):
1 C -1.080 -0.244 0.423
2 C -0.997 -0.044 -1.076
3 C 0.160 -0.698 -0.345
4 C 1.462 0.000 -0.115
5 H -0.555 1.630 1.090
6 H -2.023 1.073 1.589
7 H -1.643 -1.109 0.733
8 H -0.884 0.988 -1.421
9 H -1.509 -0.730 -1.732
10 H 0.881 -2.417 0.062
11 H 2.738 1.923 -0.007
12 N -1.070 0.793 1.408
13 O 0.252 -2.057 -0.588
14 S 1.523 1.703 -0.528
15 S 2.745 -0.810 0.506

As for the SMILES: N[C@H]1C[C@@]1(O)C(=S)S. As for the highest occupied orbital energy: -0.3282 hartree. Its charge is 0. The gap between HOMO and LUMO is 8.566 eV.

Arrangement Q

A molecular structure, C4H7NOS2, computed with wB97M-V/def2-TZVPD.

Cartesian coordinates (Å):
1 C 0.285 1.364 0.761
2 C 0.270 -0.059 0.373
3 C -1.055 -0.945 0.685
4 C -0.143 -0.241 -1.168
5 H 0.918 1.200 -1.789
6 H -0.747 1.974 0.854
7 H 0.734 1.460 1.785
8 H 2.321 -0.696 0.489
9 H -1.980 -0.675 1.389
10 H -0.830 -2.210 0.932
11 H -1.674 -1.788 -1.251
12 N -1.437 -0.789 -0.785
13 O 1.384 -0.584 1.102
14 S 1.300 2.260 -0.703
15 S 0.655 -0.271 -2.675

As for the highest occupied orbital energy: -0.3097 hartree. Its charge is 0. The gap between HOMO and LUMO is 7.432 eV.

So which one is most stable? That would be arrangement P, about 360.1 kJ/mol below the next structure.